Entry 1:
Computed, not measured: a structure of composition C16H44N3O12PS4V in a non-equilibrium geometry, with ωB97M-V with the def2-TZVPD basis set.

Results
LUMO energy (spin up / spin down) = -2.529 / -2.222 eV
Energy = -124660.7371 eV
F_max = 7.907 eV/A
M = 680.7 g mol⁻¹
Spin multiplicity = 2
ΔE to the lowest compared entry with this formula, charge and spin = 7.0 kcal per mole
HOMO (spin up / spin down) = -8.479 / -8.479 eV
⟨S²⟩ = 0.801

Each line ends with the Mulliken charge.
Geometry (Å):
O 2.487 4.397 1.976  -0.315
V 1.278 4.313 0.945  1.227
O 3.914 2.113 -1.475  -0.456
C 3.669 3.407 -1.349  0.601
O 2.696 3.816 -0.599  -0.564
O 4.333 4.260 -1.952  -0.647
H 3.314 1.720 -0.801  0.448
O 0.800 -0.052 1.328  -0.163
C 1.466 1.092 1.005  0.380
O 0.914 2.196 1.301  -0.259
O 2.552 0.986 0.428  -0.506
H 1.447 -0.599 0.835  0.145
O -2.711 1.492 -4.267  -0.888
P -2.578 0.190 -3.565  0.383
N -1.266 -0.777 -4.076  0.282
C -0.452 -0.258 -5.187  -1.032
C -1.018 -2.122 -3.610  -1.055
N -3.938 -0.794 -3.727  0.316
C -4.206 -1.877 -2.809  -1.196
C -4.669 -0.798 -4.984  -1.110
N -2.347 0.389 -1.890  0.487
C -3.450 1.071 -1.186  -1.094
C -1.010 0.707 -1.397  -1.020
H -0.621 -0.826 -6.111  0.350
H 0.606 -0.430 -4.980  0.308
H -0.751 0.767 -5.387  0.343
H 0.014 -2.398 -3.825  0.455
H -1.729 -2.790 -4.104  0.171
H -1.164 -2.169 -2.528  0.332
H -5.292 -1.942 -2.659  0.462
H -3.885 -2.857 -3.170  0.336
H -3.887 -1.710 -1.781  0.331
H -5.264 -1.702 -5.103  0.432
H -5.287 0.100 -5.013  0.291
H -4.020 -0.803 -5.864  0.296
H -4.382 0.510 -1.231  0.332
H -3.169 1.109 -0.132  0.244
H -3.589 2.079 -1.583  0.352
H -0.815 1.773 -1.569  0.281
H -0.308 0.061 -1.918  0.318
H -0.942 0.594 -0.315  0.241
C 5.733 0.988 1.788  -0.423
S 5.491 -0.519 2.788  0.565
O 6.793 -0.767 3.532  -0.700
C 4.297 0.108 4.008  -0.703
H 4.848 0.994 1.146  -0.153
H 6.555 0.838 1.092  0.370
H 5.797 1.862 2.429  0.359
H 4.025 -0.667 4.723  0.333
H 3.427 0.440 3.439  0.032
H 4.667 0.932 4.620  0.369
C -2.620 -3.284 4.589  -0.946
S -1.978 -1.561 4.426  0.510
O -1.871 -0.851 5.755  -0.631
C -0.288 -1.941 3.851  -0.795
H -2.766 -3.653 3.576  0.330
H -3.542 -3.239 5.165  0.321
H -1.959 -3.953 5.142  0.299
H -0.321 -2.386 2.855  0.230
H 0.104 -2.692 4.533  0.497
H 0.116 -0.943 3.702  0.169
C 2.034 -4.713 -0.195  -0.873
S 3.604 -4.061 -0.837  0.460
O 3.290 -3.453 -2.174  -0.600
C 3.808 -2.638 0.316  -0.630
H 1.304 -3.993 0.174  0.172
H 2.254 -5.335 0.682  0.382
H 1.632 -5.468 -0.868  0.353
H 4.753 -2.104 0.289  0.375
H 3.667 -2.965 1.349  0.383
H 2.995 -1.950 0.082  -0.047
C -2.504 2.985 2.385  -0.478
S -1.707 4.507 2.931  0.313
O -0.273 4.267 2.532  -0.453
C -2.444 5.573 1.632  -0.959
H -1.775 2.175 2.346  0.095
H -2.899 3.058 1.372  0.145
H -3.300 2.708 3.076  0.454
H -3.530 5.640 1.619  0.379
H -2.031 5.217 0.688  0.300
H -2.129 6.609 1.772  0.352

=====

Entry 2:
Computed, not measured: a cluster of 5 separate species, C16H46N4O5 in total in a non-equilibrium geometry, with ωB97M-V with the def2-TZVPD basis set.

Results
SMILES = COC[C@H](C)N.COC[C@H](C)N.COC[C@H](C)N.COC[C@H](C)N.O
LUMO energy = 0.718 eV
Energy = -33532.4918 eV
F_max = 2.697 eV/A
M = 374.6 g mol⁻¹
Spin multiplicity = 1
ΔE to the lowest compared entry with this formula, charge and spin = 48.6 kcal per mole
HOMO = -9.156 eV

Each line ends with the Mulliken charge.
Geometry (Å):
C -9.308 8.547 -7.887  -0.742
O -9.375 9.860 -7.396  -0.419
C -10.694 10.419 -7.256  -0.045
C -11.024 11.208 -8.492  0.233
C -9.929 12.279 -8.749  -1.449
N -12.256 11.939 -8.245  -0.139
H -8.343 8.468 -8.316  0.296
H -10.047 8.309 -8.655  0.324
H -9.371 7.796 -7.127  0.280
H -11.452 9.615 -7.147  0.098
H -10.707 11.116 -6.367  0.212
H -10.984 10.553 -9.398  0.128
H -9.902 12.905 -7.787  0.272
H -10.238 12.990 -9.560  0.395
H -8.881 11.877 -8.849  0.313
H -12.999 11.389 -8.568  0.251
H -12.345 12.791 -8.742  0.081
C -17.626 13.783 -10.179  -0.889
O -16.676 14.564 -9.554  -0.256
C -15.832 15.275 -10.486  -0.954
C -14.740 15.856 -9.577  0.592
C -13.761 16.696 -10.425  -1.671
N -13.966 14.814 -8.931  -0.405
H -18.304 14.306 -10.858  0.348
H -18.166 13.304 -9.394  0.272
H -17.135 12.937 -10.671  0.353
H -15.354 14.589 -11.195  0.351
H -16.504 15.961 -10.947  0.611
H -15.146 16.549 -8.786  0.354
H -12.925 17.178 -9.840  0.329
H -14.202 17.391 -11.122  0.436
H -13.305 15.993 -11.147  0.331
H -14.521 14.616 -8.112  -0.294
H -13.984 13.928 -9.411  0.335
C -16.342 5.316 -6.277  -0.778
O -15.776 6.407 -6.893  -0.281
C -15.730 7.508 -5.952  -0.949
C -15.206 8.784 -6.552  0.320
C -14.007 8.326 -7.392  -1.243
N -15.000 9.755 -5.556  -0.262
H -16.421 4.441 -6.898  0.274
H -17.343 5.615 -5.975  0.324
H -15.861 5.023 -5.312  0.295
H -16.736 7.694 -5.524  0.435
H -15.080 7.204 -5.087  0.373
H -15.972 9.198 -7.231  0.245
H -13.394 9.098 -7.748  0.022
H -14.369 7.767 -8.233  0.511
H -13.379 7.619 -6.819  0.331
H -14.049 9.763 -5.200  0.342
H -15.095 10.648 -5.984  -0.024
C -13.489 15.066 -5.459  -0.653
O -14.332 13.881 -5.399  -0.353
C -14.197 12.921 -4.353  -0.778
C -15.562 12.367 -3.904  1.156
C -16.442 13.480 -3.327  -1.633
N -15.215 11.314 -3.000  -0.728
H -13.830 15.504 -6.443  0.084
H -12.409 14.878 -5.531  0.308
H -13.741 15.705 -4.633  0.362
H -13.483 12.061 -4.628  -0.057
H -13.720 13.456 -3.508  0.579
H -16.217 12.058 -4.736  0.035
H -16.052 14.195 -2.606  0.397
H -17.349 13.039 -2.838  0.408
H -16.835 14.193 -4.041  0.380
H -15.922 11.305 -2.302  0.286
H -15.303 10.394 -3.437  0.295
O -15.332 12.312 -7.367  -0.632
H -15.868 13.039 -7.753  0.280
H -14.692 12.709 -6.771  0.399

=====

Which formula does entry 1 have? C16H44N3O12PS4V

=====

Which of these has the lowest F_max? C16H46N4O5